A molecular structure, C32H45O2P2S4Sr in a non-equilibrium geometry, computed with ωB97M-V/def2-TZVPD.

- HOMO-LUMO gap (eV) = 5.93
- net charge = -1
- total energy (eV) = -100770.622
- molecular weight (u) = 739.55
- E_HOMO (eV) = -3.61

Structure (XYZ):
```
86
Properties=species:S:1:pos:R:3:lowdin_charge:R:1
Sr 1.06887 1.93456 -0.05382 0.991
O 1.99067 -2.22818 0.78579 0.027
C 2.31809 -1.05305 0.89322 -0.725
O 1.59880 -0.02313 0.61113 -0.470
C 3.69815 -0.66007 1.45209 -0.237
P 3.51921 1.14814 1.76714 1.012
C 2.35438 1.17070 3.18491 -0.375
C 1.77307 0.04245 3.76318 -0.087
C 0.84769 0.17749 4.78802 -0.091
C 0.48604 1.43554 5.24613 -0.097
C 1.06106 2.56547 4.68239 -0.072
C 1.98992 2.43351 3.66082 -0.119
C 5.09596 1.48692 2.66603 -0.357
C 6.05267 2.25264 2.00296 -0.102
C 7.28080 2.51827 2.59316 -0.094
C 7.55693 2.02570 3.85954 -0.104
C 6.60503 1.27157 4.53353 -0.094
C 5.38062 1.00474 3.94117 -0.087
H 4.45330 -0.81152 0.67846 0.093
H 3.98611 -1.25441 2.31747 0.088
H 2.02095 -0.95267 3.41640 0.101
H 0.40164 -0.70892 5.22305 0.100
H -0.24880 1.53349 6.03593 0.097
H 0.77509 3.55178 5.02454 0.106
H 2.42145 3.31354 3.19843 0.036
H 5.81707 2.65439 1.02389 0.098
H 8.01734 3.11765 2.07252 0.098
H 8.51088 2.23608 4.32763 0.095
H 6.81935 0.89460 5.52636 0.097
H 4.63346 0.42683 4.47372 0.103
S -1.25940 3.56643 -1.10569 -0.287
S -0.55657 5.45691 -0.76525 -0.247
S 0.39411 5.42050 1.06535 -0.236
S 2.17291 4.44791 0.78700 -0.263
C -4.20554 0.24182 -4.92405 -0.211
C -2.85112 0.93168 -5.04869 -0.196
C -1.84427 0.29811 -4.07384 -0.211
C -2.51484 -0.19008 -2.76868 -0.440
C -3.72356 0.69746 -2.46308 -0.209
C -4.80885 0.53903 -3.54302 -0.188
P -1.26227 -0.12128 -1.38771 1.072
C -2.15869 -0.62774 0.17631 -0.421
C -3.25832 -1.70664 0.05539 -0.202
C -4.37362 -1.50910 1.09067 -0.208
C -3.77843 -1.14062 2.44670 -0.200
C -3.05658 0.22179 2.37884 -0.181
C -2.67495 0.60068 0.94182 -0.230
C -0.21973 -1.62715 -1.69527 -0.441
C 0.91317 -1.30893 -2.68767 -0.218
C 1.73274 -2.57366 -2.94216 -0.185
C 0.89304 -3.62759 -3.69097 -0.193
C -0.61216 -3.41067 -3.48451 -0.203
C -0.92076 -2.95761 -2.05712 -0.183
H -4.06662 -0.83621 -5.05278 0.107
H -4.88691 0.57285 -5.71108 0.101
H -2.97299 1.99456 -4.82467 0.116
H -2.47072 0.85681 -6.06964 0.105
H -1.07098 1.03255 -3.83172 0.099
H -1.35868 -0.54381 -4.57188 0.086
H -2.85444 -1.22363 -2.89386 0.097
H -3.38207 1.73455 -2.39865 0.090
H -4.15505 0.44835 -1.49378 0.084
H -5.39674 1.45910 -3.58895 0.107
H -5.49555 -0.26551 -3.26461 0.103
H -1.33355 -1.03308 0.77720 0.112
H -2.81058 -2.69190 0.20805 0.109
H -3.70298 -1.70858 -0.94268 0.087
H -4.96561 -2.42465 1.16822 0.105
H -5.05323 -0.71511 0.76713 0.109
H -3.07151 -1.92449 2.73618 0.109
H -4.56060 -1.11739 3.20874 0.100
H -2.15360 0.18611 2.99416 0.100
H -3.69298 1.00682 2.79280 0.108
H -1.91693 1.38344 0.96146 0.059
H -3.53369 1.03722 0.43188 0.100
H 0.26852 -1.76698 -0.73171 0.065
H 1.54869 -0.52624 -2.26342 0.095
H 0.52406 -0.92862 -3.63527 0.092
H 2.05029 -2.96676 -1.97567 0.105
H 2.63470 -2.33814 -3.51275 0.105
H 1.16525 -4.62449 -3.33568 0.103
H 1.11256 -3.59415 -4.76167 0.101
H -1.15273 -4.33589 -3.70049 0.106
H -0.97870 -2.65896 -4.18848 0.091
H -0.57673 -3.73308 -1.36502 0.121
H -2.00202 -2.88009 -1.93151 0.074
```